Entry 1:
153
Properties=species:S:1:pos:R:3:forces:R:3:lowdin_charge:R:1 method="wB97M-V/def2-TZVPD" gap_ev=8.41 e_tot_ha=-4818.3513 total_charge=0
C 23.292 -6.469 -18.458 -1.19 -0.25 1.83 -0.15
C 22.822 -5.976 -17.041 1.38 0.03 -0.29 -0.14
O 22.478 -4.590 -17.243 -0.17 0.54 -0.11 -0.23
S 22.729 -4.177 -18.786 0.44 -0.04 1.02 0.59
O 24.105 -3.869 -18.964 0.02 -0.26 -0.03 -0.21
O 21.771 -3.251 -19.255 -0.64 -0.47 0.20 -0.20
O 22.422 -5.666 -19.261 0.41 0.03 -1.61 -0.19
H 23.024 -7.519 -18.533 0.00 0.06 -0.53 0.13
H 24.340 -6.285 -18.667 0.00 0.07 -0.08 0.12
H 23.628 -6.030 -16.306 -0.02 0.10 -0.05 0.13
H 21.975 -6.539 -16.653 -0.25 0.22 -0.26 0.10
C 18.676 -3.004 -6.700 -0.05 0.73 -1.45 -0.14
C 17.207 -3.468 -6.785 -0.50 0.44 0.78 -0.16
O 17.159 -4.545 -7.712 0.12 -0.74 -1.07 -0.18
S 18.358 -4.367 -8.778 0.61 1.01 1.80 0.63
O 18.039 -3.328 -9.694 0.01 0.13 0.36 -0.20
O 18.876 -5.586 -9.272 0.45 0.45 0.86 -0.23
O 19.362 -3.883 -7.596 0.25 -0.26 -0.95 -0.21
H 19.204 -2.999 -5.754 -0.26 -0.36 0.16 0.13
H 18.737 -2.007 -7.154 0.07 -0.02 0.40 0.13
H 16.565 -2.663 -7.139 0.07 0.05 -0.12 0.13
H 16.789 -3.811 -5.842 0.16 -0.29 -0.05 0.13
C 19.775 -0.981 -12.437 -1.10 -1.65 0.20 -0.18
C 18.602 -0.103 -11.967 0.41 -0.52 0.94 -0.16
O 19.111 1.224 -12.092 0.67 0.83 0.05 -0.19
S 20.633 1.177 -11.552 -1.39 -0.24 -0.81 0.61
O 20.661 0.985 -10.140 -0.64 -0.04 -0.17 -0.24
O 21.337 2.269 -12.108 0.28 -0.20 -0.32 -0.20
O 20.960 -0.214 -12.291 0.86 1.19 0.32 -0.20
H 19.675 -1.361 -13.453 0.16 0.56 -0.18 0.11
H 19.843 -1.879 -11.816 0.02 0.14 0.07 0.11
H 18.431 -0.232 -10.895 -0.13 -0.37 -0.03 0.12
H 17.659 -0.273 -12.477 0.15 0.41 -0.47 0.12
C 26.102 -2.234 -11.966 -0.59 0.33 0.13 0.00
C 25.114 -3.341 -12.332 0.46 -0.16 1.41 -0.52
O 25.401 -4.526 -12.162 -0.54 0.69 -0.80 0.02
N 23.870 -2.887 -12.685 0.93 -0.67 0.45 0.02
C 22.805 -3.789 -13.040 -0.93 0.98 -0.91 -0.07
H 27.118 -2.487 -12.248 -0.03 -0.02 -0.33 0.08
H 26.116 -2.061 -10.885 -0.21 -0.46 -0.02 0.07
H 25.771 -1.275 -12.376 0.37 -0.09 -0.32 0.07
H 23.727 -1.906 -12.551 -0.35 0.18 -0.24 0.11
H 21.846 -3.257 -13.077 0.20 0.23 0.39 0.07
H 22.648 -4.621 -12.361 0.49 -0.22 -0.12 0.07
H 22.926 -4.046 -14.099 0.14 -0.80 0.26 0.08
C 23.280 -0.170 -9.680 -0.62 -1.13 -0.27 0.01
C 23.410 -1.684 -9.459 -0.64 0.39 0.95 -0.54
O 24.452 -2.204 -9.114 -0.07 -0.17 -0.07 0.05
N 22.235 -2.371 -9.629 0.50 0.63 -0.10 0.03
C 22.139 -3.789 -9.402 0.07 -0.94 -0.40 -0.07
H 24.060 0.324 -9.119 0.50 0.17 -0.66 0.09
H 22.325 0.283 -9.403 0.35 -0.63 0.35 0.04
H 23.244 -0.134 -10.779 0.82 0.83 0.12 0.07
H 21.523 -1.804 -10.054 -0.50 -0.42 0.09 0.11
H 21.203 -4.250 -9.715 -0.34 0.67 -0.14 0.05
H 22.234 -4.050 -8.346 0.30 0.15 -0.06 0.09
H 22.875 -4.341 -10.000 0.29 0.22 0.36 0.08
C 20.797 -11.175 -11.271 -0.26 -0.25 0.37 0.00
C 19.517 -11.191 -12.074 1.04 -0.54 0.50 -0.56
O 18.556 -10.568 -11.696 -0.93 0.69 -0.25 0.06
N 19.534 -11.988 -13.161 0.43 -0.24 -1.22 0.01
C 18.414 -12.154 -14.043 -2.06 0.06 0.11 -0.08
H 21.065 -10.143 -11.065 0.14 0.05 -0.07 0.08
H 21.627 -11.733 -11.699 0.05 0.10 -0.14 0.07
H 20.544 -11.631 -10.312 0.11 0.05 0.06 0.09
H 20.258 -12.678 -13.228 0.23 0.10 0.11 0.12
H 17.605 -12.651 -13.494 -0.03 -0.06 -0.19 0.09
H 18.541 -12.700 -14.978 0.91 -0.30 0.36 0.08
H 17.962 -11.223 -14.393 0.41 0.32 0.44 0.07
C 18.135 -7.858 -14.117 0.12 -1.33 1.06 0.00
C 17.268 -7.313 -13.014 -0.98 0.86 -0.68 -0.56
O 16.481 -6.413 -13.255 -0.62 0.96 -0.12 0.03
N 17.452 -7.792 -11.781 0.17 -1.28 -0.51 0.00
C 17.036 -7.213 -10.533 0.49 0.76 0.29 -0.05
H 19.158 -7.768 -13.735 -0.61 -0.45 -0.73 0.04
H 17.997 -7.388 -15.078 -0.02 0.53 0.08 0.08
H 17.897 -8.918 -14.267 0.19 -0.01 0.14 0.08
H 18.023 -8.620 -11.779 0.13 -0.18 0.59 0.09
H 16.574 -7.936 -9.866 -0.19 -0.09 -0.10 0.09
H 16.396 -6.348 -10.688 -0.51 -0.28 -0.37 0.09
H 17.898 -6.739 -10.038 -0.74 -1.26 -0.45 0.03
C 19.816 -4.296 -15.346 -1.30 0.18 -0.04 0.03
C 19.696 -4.726 -13.898 0.95 0.41 0.07 -0.52
O 19.163 -3.975 -13.077 0.33 -0.74 -0.36 0.03
N 20.279 -5.908 -13.576 0.30 0.50 -0.45 0.02
C 20.122 -6.386 -12.231 -0.71 0.72 1.20 -0.07
H 20.194 -4.993 -16.090 0.21 -0.26 0.32 0.06
H 20.326 -3.339 -15.445 0.06 -0.02 0.16 0.07
H 18.758 -4.112 -15.585 0.21 0.16 -0.30 0.08
H 20.639 -6.496 -14.330 -0.23 0.18 0.56 0.09
H 20.580 -5.708 -11.506 0.27 0.01 -0.16 0.07
H 20.457 -7.391 -11.991 0.32 -0.14 -0.64 0.09
H 19.057 -6.352 -11.976 0.54 0.09 0.04 0.06
C 18.003 1.245 -15.734 -0.94 -0.25 0.63 0.02
C 18.706 0.018 -16.243 0.02 0.11 -0.15 -0.53
O 19.687 -0.456 -15.697 0.49 -0.07 0.42 0.02
N 18.136 -0.597 -17.302 -0.04 0.50 -0.54 0.02
C 18.721 -1.769 -17.908 -0.14 -0.69 0.82 -0.06
H 17.906 1.105 -14.654 0.01 0.04 -0.08 0.07
H 16.983 1.255 -16.124 0.04 0.25 -0.02 0.08
H 18.463 2.219 -15.865 0.42 -0.18 -0.39 0.09
H 17.421 -0.104 -17.802 -0.17 0.01 0.04 0.13
H 18.489 -1.862 -18.962 0.04 0.26 -0.12 0.09
H 18.321 -2.649 -17.393 0.03 -0.11 -0.20 0.07
H 19.789 -1.782 -17.716 0.15 0.11 -0.28 0.06
C 24.414 1.858 -14.759 -0.43 0.55 -0.33 0.00
C 24.193 0.545 -15.476 -0.12 1.60 1.20 -0.59
O 25.131 -0.079 -15.880 1.26 -1.28 -0.80 0.06
N 22.910 0.226 -15.703 -1.00 -0.69 -0.14 0.03
C 22.551 -1.015 -16.323 0.16 -1.01 -0.55 -0.09
H 25.446 1.987 -14.454 0.08 -0.28 0.09 0.08
H 23.735 2.040 -13.925 -0.03 -0.07 0.00 0.06
H 24.214 2.621 -15.520 -0.02 0.10 0.22 0.09
H 22.136 0.580 -15.164 0.31 0.65 0.18 0.12
H 23.409 -1.537 -16.741 0.29 0.31 0.14 0.08
H 21.858 -0.861 -17.143 -0.24 0.06 0.02 0.07
H 22.104 -1.689 -15.594 -0.22 -0.06 0.01 0.07
C 16.057 -8.086 -21.412 0.83 0.33 -0.97 -0.01
C 16.242 -6.919 -20.480 -0.51 1.71 0.21 -0.53
O 15.462 -5.966 -20.445 0.49 -1.11 0.19 0.04
N 17.373 -6.915 -19.713 0.10 -1.15 -0.76 -0.01
C 17.621 -6.012 -18.648 0.65 1.76 0.27 -0.09
H 15.482 -8.904 -20.995 0.04 -0.06 0.16 0.08
H 17.039 -8.407 -21.781 -0.10 -0.43 0.43 0.08
H 15.590 -7.730 -22.330 -0.45 0.08 0.28 0.08
H 18.052 -7.641 -19.860 -0.17 -0.11 -0.02 0.12
H 18.657 -6.058 -18.301 -0.18 -0.90 0.29 0.08
H 16.891 -6.111 -17.851 0.09 -0.01 0.26 0.08
H 17.656 -4.962 -18.963 -0.77 -0.08 -0.30 0.08
C 22.468 -9.265 -14.177 -0.25 -0.12 0.67 0.03
C 21.330 -9.162 -15.163 0.78 0.21 0.02 -0.52
O 20.659 -8.146 -15.290 0.34 0.02 -0.42 -0.01
N 21.107 -10.234 -15.940 0.37 -0.50 -0.56 0.03
C 21.636 -11.596 -15.900 0.39 0.56 -0.65 -0.06
H 22.259 -10.118 -13.521 0.24 0.04 -0.02 0.07
H 22.518 -8.373 -13.557 -0.22 0.07 -0.04 0.09
H 23.463 -9.387 -14.603 -0.17 -0.22 -0.35 0.09
H 20.423 -10.112 -16.669 -0.22 0.31 0.17 0.14
H 21.613 -11.916 -16.943 -0.79 -0.61 0.24 0.09
H 21.037 -12.141 -15.182 0.10 -0.69 -0.31 0.05
H 22.705 -11.760 -15.737 -0.03 0.79 0.76 0.09
C 16.266 -3.010 -12.492 0.14 1.70 0.26 0.00
C 15.726 -2.538 -13.816 -0.24 -1.13 0.03 -0.56
O 15.702 -1.366 -14.121 0.17 1.34 -0.14 0.03
N 15.289 -3.499 -14.656 -0.01 -0.28 0.06 0.03
C 14.908 -3.277 -16.029 0.32 -0.70 -0.39 -0.07
H 15.684 -2.538 -11.694 -0.39 -0.43 -0.07 0.09
H 17.190 -2.432 -12.407 0.33 -0.70 0.02 0.05
H 16.416 -4.065 -12.352 0.06 -0.33 -0.05 0.05
H 15.376 -4.457 -14.361 0.15 -0.11 0.15 0.11
H 13.838 -3.386 -16.194 -0.10 0.22 0.06 0.08
H 15.401 -4.059 -16.616 -0.14 0.06 -0.14 0.07
H 15.264 -2.331 -16.422 -0.06 0.24 0.33 0.07

Entry 2:
12
Properties=species:S:1:pos:R:3:forces:R:3:nbo_charge:R:1 method="wB97M-V/def2-TZVPD" gap_ev=8.86 e_tot_ha=-360.4704 total_charge=0 e_above_lowest_kcal_mol=124.9
C -1.838 0.072 -1.143 -0.14 0.00 0.05 -0.26
O -0.435 -0.133 -1.495 -0.18 -0.16 0.03 -0.32
C 0.502 0.012 -0.411 0.03 0.36 -0.02 0.47
N 0.485 1.163 -0.991 -0.01 -0.50 0.26 -0.11
O 2.173 0.982 1.440 -0.14 -0.37 0.10 -0.58
C 1.810 -0.183 1.530 0.13 0.17 -0.08 0.39
C 0.923 -0.814 0.576 0.06 0.07 0.05 -0.58
H -1.933 0.333 -0.085 0.13 0.10 -0.28 0.21
H -2.204 0.857 -1.809 0.06 -0.12 0.28 0.21
H -2.369 -0.865 -1.333 0.27 0.06 -0.06 0.21
H 2.158 -0.822 2.373 -0.07 0.15 -0.20 0.12
H 0.673 -1.867 0.627 -0.13 0.24 -0.13 0.24

Entry 3:
16
Properties=species:S:1:pos:R:3:forces:R:3:nbo_charge:R:1 method="wB97M-V/def2-TZVPD" smiles="C[C@H]1CC[N+](=C=O)O1" gap_ev=10.38 e_tot_ha=-400.1493 total_charge=+1 e_above_lowest_kcal_mol=89.7
C 0.443 -1.723 -0.103 -0.05 -0.92 -1.86 -0.68
C 0.657 -0.437 0.655 1.78 0.56 0.11 0.05
C 0.964 0.831 -0.227 0.59 -0.56 1.23 -0.43
C -0.303 1.673 -0.120 -0.06 -0.69 -6.06 -0.23
N -1.213 0.820 0.473 -0.34 -1.50 3.14 -0.17
C -2.058 0.055 -0.039 -0.50 -1.06 -0.76 1.00
O -2.752 -0.735 -0.440 -0.90 0.02 -0.16 -0.25
O -0.499 -0.068 1.388 -0.89 0.64 1.12 -0.27
H 1.085 -2.548 0.246 -0.13 0.47 -0.08 0.27
H 0.753 -1.469 -1.163 -0.49 -0.95 0.95 0.22
H -0.599 -2.187 -0.122 1.23 1.03 0.18 0.24
H 1.550 -0.483 1.355 -1.53 -0.25 -0.28 0.26
H 1.258 0.476 -1.206 -0.18 0.50 -0.29 0.25
H 1.793 1.354 0.243 0.07 0.16 -0.27 0.26
H -0.325 2.624 0.231 0.49 2.54 1.93 0.26
H -0.754 1.817 -1.170 0.89 0.00 1.09 0.24

Entry 4:
50
Properties=species:S:1:pos:R:3:forces:R:3:nbo_charge:R:1 method="wB97M-V/def2-TZVPD" smiles="COCCNC(=O)CN(c1ccc(F)cc1)S(=O)(=O)c1ccc2c(c1)OCCO2" gap_ev=9.13 e_tot_ha=-1795.6038 total_charge=0 e_above_lowest_kcal_mol=0.0
C -4.294 -1.825 -0.732 -0.05 0.06 -0.04 -0.26
O -3.453 -2.777 -0.123 0.18 -0.18 -0.12 -0.54
C -3.151 -2.520 1.226 0.18 0.21 0.27 -0.07
C -2.037 -1.481 1.392 -0.22 -0.21 0.02 -0.26
N -0.828 -1.980 0.775 -0.53 -0.28 -0.11 -0.62
C 0.392 -1.633 1.206 0.15 -0.30 0.03 0.66
O 0.576 -0.855 2.125 0.13 0.21 0.25 -0.64
C 1.541 -2.344 0.479 -0.33 -0.33 0.11 -0.31
N 2.209 -1.527 -0.514 -0.85 -0.03 -0.87 -0.67
C 3.331 -0.759 -0.164 0.85 0.45 0.10 0.11
C 3.498 -0.254 1.125 -0.10 -0.10 -0.19 -0.24
C 4.629 0.475 1.446 0.30 0.08 -0.13 -0.26
C 5.581 0.705 0.470 -0.12 -0.01 0.00 0.38
F 6.682 1.424 0.779 -0.12 -0.09 -0.04 -0.33
C 5.432 0.219 -0.817 0.09 0.14 0.17 -0.28
C 4.310 -0.524 -1.129 0.01 0.00 0.16 -0.19
S 1.237 -1.046 -1.793 0.12 0.27 0.02 2.34
O 2.064 -0.739 -2.917 0.12 0.22 0.17 -0.92
O 0.241 -2.069 -1.941 -0.10 0.01 0.18 -0.96
C 0.444 0.456 -1.228 0.13 -0.62 -0.25 -0.35
C 1.204 1.549 -0.855 0.13 0.22 0.02 -0.19
C 0.566 2.688 -0.403 -0.18 -0.09 0.00 -0.24
C -0.822 2.732 -0.311 -0.03 -0.18 -0.15 0.31
C -1.577 1.606 -0.667 0.21 0.03 0.08 0.20
C -0.931 0.475 -1.148 -0.23 0.17 0.03 -0.22
O -2.941 1.572 -0.532 0.20 -0.17 -0.29 -0.49
C -3.450 2.620 0.269 0.04 0.50 0.19 -0.10
C -2.797 3.943 -0.124 -0.51 -0.26 -0.06 -0.10
O -1.406 3.887 0.114 0.35 -0.12 0.09 -0.49
H -3.853 -0.824 -0.750 -0.02 -0.01 0.00 0.18
H -4.447 -2.168 -1.753 -0.06 0.08 -0.01 0.20
H -5.262 -1.776 -0.217 0.02 0.00 -0.02 0.16
H -2.819 -3.476 1.639 -0.04 0.11 0.06 0.19
H -4.047 -2.188 1.769 0.05 -0.03 -0.03 0.17
H -1.825 -1.307 2.450 -0.09 0.03 -0.09 0.23
H -2.340 -0.531 0.941 0.01 0.03 0.10 0.20
H -0.936 -2.487 -0.095 0.16 0.03 0.11 0.43
H 2.283 -2.654 1.219 -0.11 0.07 -0.11 0.24
H 1.158 -3.222 -0.044 0.08 -0.01 0.24 0.23
H 2.736 -0.411 1.873 -0.13 -0.02 0.05 0.26
H 4.770 0.871 2.439 0.03 0.05 0.10 0.23
H 6.194 0.413 -1.556 0.09 0.02 -0.06 0.23
H 4.169 -0.911 -2.124 0.09 -0.07 -0.05 0.25
H 2.277 1.513 -0.934 0.14 0.11 0.01 0.24
H 1.122 3.564 -0.114 0.09 0.11 0.02 0.23
H -1.497 -0.386 -1.462 -0.18 -0.10 0.03 0.25
H -4.527 2.641 0.101 0.09 0.05 0.06 0.21
H -3.242 2.414 1.327 -0.05 0.00 -0.09 0.18
H -3.181 4.770 0.475 -0.02 -0.08 -0.07 0.21
H -2.985 4.138 -1.189 0.02 0.02 0.11 0.18

Entry 5:
33
Properties=species:S:1:pos:R:3:forces:R:3:nbo_charge:R:1 method="wB97M-V/def2-TZVPD" smiles="CNc1c(Cl)c(N)c2c3c(cc(C(N)=O)nc13)C(=O)N2C" gap_ev=6.68 e_tot_ha=-1387.0880 total_charge=0 e_above_lowest_kcal_mol=11.5
C -2.931 0.935 2.126 0.90 -0.67 0.85 -0.40
N -2.626 -0.318 1.453 -0.21 -0.69 -0.42 -0.59
C -1.664 -0.422 0.471 -1.02 -0.41 -0.04 0.18
C -1.992 -1.027 -0.746 -0.35 0.76 0.92 -0.09
Cl -3.672 -1.546 -0.980 0.85 0.10 -0.23 -0.02
C -1.103 -1.055 -1.834 1.06 -0.76 -1.83 0.17
N -1.482 -1.534 -3.070 -1.74 -0.69 0.64 -0.80
C 0.211 -0.663 -1.640 -0.78 0.08 0.57 0.05
C 0.556 -0.138 -0.417 -1.29 -0.11 0.78 0.01
C 1.884 0.243 -0.382 -1.29 0.43 1.22 -0.13
C 2.311 0.811 0.775 1.78 0.01 0.41 -0.13
C 1.471 0.941 1.892 -3.21 -1.09 -0.99 0.06
C 2.023 1.363 3.214 0.14 0.94 1.93 0.63
N 1.220 1.390 4.337 0.20 -0.25 -1.23 -0.82
O 3.179 1.713 3.354 0.45 -0.19 -0.82 -0.60
N 0.135 0.606 1.808 1.47 -0.31 0.08 -0.36
C -0.324 0.017 0.657 1.20 1.27 0.88 0.10
C 2.419 -0.079 -1.688 2.80 0.13 -0.75 0.64
O 3.593 0.066 -2.046 -1.53 -0.25 -0.17 -0.60
N 1.379 -0.620 -2.409 0.61 -0.19 -1.05 -0.40
C 1.488 -0.992 -3.803 -0.53 -0.03 -0.12 -0.42
H -3.986 0.951 2.360 -0.23 0.06 0.09 0.20
H -2.676 1.790 1.519 0.07 0.34 -0.20 0.20
H -2.336 0.950 3.056 -0.42 0.44 -0.28 0.20
H -3.426 -0.892 1.211 0.08 0.47 0.25 0.39
H -0.959 -1.297 -3.875 0.26 0.16 -0.43 0.40
H -2.460 -1.811 -3.208 0.91 0.37 0.07 0.40
H 3.349 1.075 0.888 0.22 0.25 0.11 0.25
H 0.271 1.110 4.270 -0.62 -0.19 0.07 0.40
H 1.634 1.650 5.222 -0.06 -0.09 -0.46 0.41
H 1.202 -2.041 -3.937 0.03 0.21 -0.07 0.21
H 0.828 -0.329 -4.371 0.00 -0.20 -0.23 0.19
H 2.483 -0.850 -4.207 0.26 0.08 0.44 0.25

Entry 6:
7
Properties=species:S:1:pos:R:3:forces:R:3:nbo_charge:R:1 method="wB97M-V/def2-TZVPD" gap_ev=11.02 e_tot_ha=-349.4864 total_charge=0 e_above_lowest_kcal_mol=3.8
N -2.474 -0.330 -0.100 -0.02 0.01 -0.36 -0.11
N 2.302 -2.014 -0.469 1.30 -1.99 -1.29 -0.08
N -1.698 0.470 0.049 -1.06 -1.11 -0.68 0.26
N 1.825 -1.073 -0.163 -0.18 -0.32 0.83 0.43
N -0.895 1.251 0.450 0.08 0.67 2.82 -0.54
O 1.280 -0.161 0.300 -0.72 2.03 0.40 -0.35
H -0.339 1.858 -0.067 0.62 0.70 -1.72 0.39